Computed, not measured: C21H45N2OP3SY as an isolated structure, with ωB97M-V with the def2-TZVPD basis set.

The LUMO energy (alpha / beta) is -10.678 / -11.389 eV. Its total charge is +3. As for the gap between HOMO and LUMO (alpha / beta): 0.21888 / 0.18577 hartree. The HOMO energy (alpha / beta) is -16.6339 / -16.4444 eV.

CARTESIAN COORDINATES (ANGSTROEM)
Y1 -0.71938 1.31939 -1.39057
P1 0.97852 -0.38056 1.13085
P2 1.44701 2.52462 -0.14511
P3 -1.09839 -2.02540 -0.37100
H1 -0.67520 4.02823 -4.27623
C1 -1.53636 3.44615 -3.96370
C2 -2.01952 3.48996 -2.71298
H2 -1.44352 3.93945 -1.87998
C3 2.42996 -1.23520 0.33910
C4 1.97980 0.50435 2.40745
C5 0.58909 -1.71386 2.36519
C6 1.26810 3.66305 -1.59617
C7 2.02922 3.74687 1.13826
C8 3.13228 1.87539 -0.48298
C9 -2.25629 -2.40268 -1.77040
C10 -1.87463 -3.26736 0.74965
C11 0.15141 -3.27341 -0.93655
H3 -2.06505 2.93241 -4.77728
H4 -3.10889 3.35956 -2.64741
H5 3.19209 -1.42108 1.10637
H6 2.85306 -0.60739 -0.44866
H7 2.12646 -2.18950 -0.09718
H8 2.62820 -0.27755 2.81262
H9 1.32321 0.85935 3.20438
H10 2.59118 1.32108 2.03093
H11 1.44574 -2.39082 2.44533
H12 -0.29436 -2.28399 2.08174
H13 0.41378 -1.29251 3.35824
H14 2.15003 4.32202 -1.56554
H15 0.36608 4.30092 -1.51042
H16 1.27500 3.12331 -2.56389
H17 2.78701 4.38142 0.63832
H18 2.50685 3.24013 1.99727
H19 1.19167 4.37495 1.49449
H20 3.75175 2.75793 -0.65862
H21 3.11213 1.24698 -1.37555
H22 3.55839 1.31613 0.35471
H23 -2.35112 -3.50001 -1.90770
H24 -1.80941 -1.99026 -2.67762
H25 -3.23647 -1.93426 -1.57413
H26 -2.46658 -3.92465 0.10961
H27 -2.51261 -2.79039 1.49040
H28 -1.11823 -3.86649 1.25302
H29 -0.42370 -3.93016 -1.59776
H30 0.51301 -3.86502 -0.08679
H31 0.97656 -2.82609 -1.49651
C12 -0.49857 -0.27196 -4.38600
C13 0.69589 -0.51356 -5.16731
C14 0.95078 -1.85891 -5.50144
C15 -0.10677 -2.78974 -5.40877
C16 -1.39310 -2.39851 -5.02419
C17 -1.65543 -1.09131 -4.53867
O1 -0.46426 0.66145 -3.44711
H32 0.78321 -0.16599 -1.83215
H33 1.51409 0.24909 -5.18021
H34 1.94931 -2.24213 -5.79335
H35 0.11384 -3.85389 -5.60226
H36 -2.15229 -3.20880 -5.06031
H37 -2.51537 -0.86738 -3.87578
S1 -1.77748 1.05424 1.66204
C18 -1.57800 0.71599 3.33664
N1 -2.34463 -0.14499 4.04193
C19 -1.81061 -0.81478 5.23647
C20 -1.20993 0.17148 6.18139
C21 -0.32474 1.18648 5.46688
N2 -0.63221 1.38353 4.04388
H38 -3.09124 -0.58335 3.51490
H39 -1.08064 -1.57359 4.95234
H40 -2.63483 -1.32460 5.71047
H41 -0.60530 -0.34595 6.93683
H42 -2.00738 0.72423 6.68491
H43 0.72791 0.87819 5.54763
H44 -0.40072 2.16986 5.95096
H45 -0.20936 2.16991 3.55308

Atomic forces in eV per Å
0.759 -1.956 -0.165
1.819 -1.534 1.730
1.701 1.068 0.334
-0.403 -1.906 -0.957
0.502 -0.572 0.187
-0.009 0.234 -0.177
-0.292 0.029 -0.105
-0.774 0.364 -0.613
-0.203 0.158 -0.871
-0.286 0.790 -0.018
-0.941 -0.097 -0.179
0.009 0.231 -0.022
-0.745 0.206 0.135
-0.139 -0.101 -0.454
-0.118 0.684 -0.040
-0.392 0.401 0.540
0.294 0.319 -0.265
-0.081 0.507 0.403
0.460 -0.600 0.688
-0.314 0.108 -0.049
-0.111 -0.344 0.153
0.101 0.323 0.145
-0.053 0.163 -0.036
0.338 -0.052 -0.220
-0.081 -0.252 0.199
-0.074 0.158 -0.185
0.241 0.017 0.250
-0.017 0.108 -0.221
-0.317 -0.130 -0.294
0.617 -0.242 -0.050
-0.017 0.208 0.299
-0.435 -0.283 0.296
-0.352 0.316 -0.503
0.497 -0.211 -0.086
0.077 -0.152 -0.077
0.164 0.075 0.056
-0.146 0.173 -0.272
-0.098 0.728 0.192
-0.291 -0.318 0.583
0.241 -0.294 -0.254
-0.009 0.023 0.324
-0.211 -0.171 0.082
-0.113 0.044 0.066
0.425 -0.089 0.165
0.141 0.247 -0.291
-0.150 -0.221 -0.036
0.297 2.014 0.706
1.448 -1.319 0.641
0.067 1.278 0.007
0.611 -0.219 -0.078
-1.429 0.614 0.121
0.672 -2.154 0.448
-0.859 -1.172 -1.982
-0.474 0.991 1.079
-0.944 -0.756 0.003
-0.758 0.680 -0.008
-0.305 0.690 -0.017
0.281 0.983 0.218
0.306 0.005 -1.311
0.004 -0.108 -0.330
0.404 0.604 2.087
0.649 0.154 -1.510
-0.349 -0.319 -0.139
-0.034 0.886 0.404
0.727 0.422 0.317
-0.955 -0.480 -1.087
0.184 -0.077 0.178
0.011 -0.048 -0.216
-0.229 -0.190 0.101
-0.298 0.160 -0.133
0.058 -0.225 0.054
-0.169 0.112 -0.169
0.026 -0.296 -0.079
-0.158 -0.384 0.310

So, what does the Löwdin scheme give us? The charges, in e, come out as: Y 1.1883; P 0.7709; P 0.7026; P 0.7618; H 0.0875; C 0.0073; C -0.1525; H 0.0309; C -0.2442; C -0.2547; C -0.2397; C -0.2886; C -0.2246; C -0.2649; C -0.2930; C -0.2697; C -0.2669; H 0.0955; H 0.0903; H 0.0744; H 0.0113; H 0.0175; H 0.0745; H 0.0167; H -0.0038; H 0.0815; H -0.0116; H 0.0335; H 0.0746; H 0.0403; H 0.0554; H 0.0693; H 0.0474; H 0.0620; H 0.0670; H 0.0434; H 0.0424; H 0.0690; H -0.0293; H 0.0674; H 0.0573; H 0.0422; H 0.0454; H 0.0497; H 0.0579; H 0.0264; C -0.3433; C 0.0622; C -0.0088; C -0.0069; C -0.0303; C 0.0117; O -0.3004; H 0.0023; H 0.1463; H 0.1402; H 0.1432; H 0.1451; H 0.1246; S 0.5581; C -0.7686; N 0.0556; C -0.1502; C -0.1373; C -0.1320; N 0.0012; H 0.1411; H 0.1177; H 0.1378; H 0.1412; H 0.1340; H 0.1267; H 0.1420; H 0.1285

Computed, not measured: an isolated ion of composition C7H7N2O2 and charge -1, with ωB97M-V with the def2-TZVPD basis set.

The LUMO energy (alpha / beta) is 3.879 / 0.404 eV. As for the multiplicity: 3. Its total charge is -1. As for the gap between HOMO and LUMO (alpha / beta): 0.12080 / 0.16405 hartree. The HOMO energy (alpha / beta) is 0.5917 / -4.0604 eV.

CARTESIAN COORDINATES (ANGSTROEM)
C1 -1.71796 -0.22453 0.19167
C2 -1.36335 0.55108 -0.85445
C3 -0.79442 -0.61046 1.16867
C4 -0.03560 1.01244 -0.85616
C5 0.46718 -0.07113 1.14889
C6 0.84049 0.78304 0.15552
C7 2.16968 1.47244 0.11370
N1 3.33380 0.67053 0.81022
N2 3.73787 -0.38267 0.15395
O1 3.22452 -0.71620 -0.92146
O2 4.69455 -1.03183 0.69544
H1 -2.72640 -0.49504 0.07050
H2 -2.10995 1.05804 -1.40317
H3 -0.96363 -1.07850 2.12099
H4 0.16235 1.71766 -1.55476
H5 1.21670 -0.48945 1.84570
H6 2.31431 1.58697 -0.99532
H7 2.18908 2.29784 0.79086

Atomic forces in eV per Å
0.048 -0.624 0.392
0.499 0.222 0.708
-2.110 -1.043 0.479
-0.109 0.141 -0.447
3.220 0.186 1.039
0.603 -0.806 0.705
1.720 -1.951 0.258
-2.381 2.852 0.075
1.336 -3.250 -1.589
0.600 0.191 0.733
-1.464 1.171 -0.718
-1.436 -0.850 1.043
-0.708 0.164 -0.951
-1.082 -0.653 -0.062
1.092 2.207 -2.250
-0.368 0.582 -0.197
0.646 0.375 1.049
-0.109 1.085 -0.265

So, what does the Löwdin scheme give us? The charges, in e, come out as: C -0.1745; C -0.1724; C -0.1794; C -0.1427; C -0.1736; C -0.3406; C -0.1053; N 0.1886; N -0.4601; O 0.0334; O 0.0013; H 0.0640; H 0.0591; H 0.0597; H 0.0398; H 0.0917; H 0.1238; H 0.0874

Computed, not measured: a 8-piece molecular cluster, C32H88N8O8 overall, with ωB97M-V with the def2-TZVPD basis set.

The LUMO energy is 0.483 eV. Its total charge is 0. Its SMILES is COC[C@H](C)N.COC[C@H](C)N.COC[C@H](C)N.COC[C@H](C)N.COC[C@H](C)N.COC[C@H](C)N.COC[C@H](C)N.COC[C@H](C)N. As for the gap between HOMO and LUMO: 0.32333 hartree. The HOMO energy is -8.3147 eV.

CARTESIAN COORDINATES (ANGSTROEM)
C1 -3.72908 3.80954 -6.22178
C2 -2.54965 4.41478 -5.44575
C3 -1.49299 3.46181 -4.84734
O1 -2.10149 2.28450 -4.37110
C4 -1.38073 1.57342 -3.37088
N1 -1.94137 5.49898 -6.20011
H1 -3.45876 3.21765 -7.09625
H2 -4.42441 4.51857 -6.67111
H3 -4.40691 3.25329 -5.57430
H4 -3.08469 4.79463 -4.57538
H5 -1.18834 4.01748 -3.96048
H6 -0.68485 3.20099 -5.53070
H7 -1.43796 2.01388 -2.37548
H8 -0.30200 1.53809 -3.52320
H9 -1.77922 0.56147 -3.29841
H10 -1.38140 6.04221 -5.55869
H11 -2.66319 6.12623 -6.52514
C5 4.95490 1.38236 2.73523
C6 4.38074 2.29550 3.84921
C7 3.62462 3.44672 3.20483
O2 2.96633 4.33643 4.17145
C8 2.37281 5.44679 3.65029
N2 3.45263 1.52571 4.58512
H12 4.18923 0.82376 2.19689
H13 5.63160 0.64833 3.17268
H14 5.66499 1.96734 2.15070
H15 5.16440 2.64333 4.52227
H16 2.80373 3.09085 2.58225
H17 4.27624 4.09596 2.62004
H18 1.78645 5.91264 4.44230
H19 1.61822 5.15820 2.91857
H20 3.15103 6.05456 3.18869
H21 3.98192 0.98845 5.25691
H22 2.90980 2.25824 5.01967
C9 0.66105 -2.61203 5.09498
C10 -0.78247 -2.14618 5.13892
C11 -1.92999 -2.81642 4.29613
O3 -1.54190 -2.58768 2.96400
C12 -2.27552 -3.46240 2.10531
N3 -1.13260 -2.13348 6.58045
H23 1.17731 -2.37818 4.16391
H24 0.84338 -3.66095 5.32869
H25 1.25181 -1.98587 5.76358
H26 -0.63789 -1.11833 4.80620
H27 -2.92510 -2.38738 4.41358
H28 -2.00895 -3.88643 4.48834
H29 -1.88708 -3.46005 1.08688
H30 -3.36181 -3.37642 2.07901
H31 -2.11939 -4.48170 2.45851
H32 -0.58070 -1.41384 7.02500
H33 -1.99373 -1.60577 6.58833
C13 -0.24904 1.74772 5.77039
C14 -1.32280 2.64532 5.22857
C15 -0.75390 3.72616 4.26989
O4 -1.65181 4.72941 3.87741
C16 -0.97195 5.76141 3.19958
N4 -2.33570 1.95743 4.42414
H34 -0.63467 1.12778 6.57975
H35 0.56387 2.32668 6.20866
H36 0.20174 1.18252 4.95464
H37 -1.81136 3.15220 6.06072
H38 -0.24368 3.42725 3.35423
H39 -0.00619 4.27425 4.84316
H40 -0.26535 5.44253 2.43334
H41 -0.40613 6.36271 3.91119
H42 -1.61987 6.41708 2.61786
H43 -2.61952 2.72431 3.83132
H44 -1.96417 1.25624 3.79932
C17 2.57735 1.09673 -4.84584
C18 3.72038 0.35064 -5.54440
C19 3.71360 -1.19153 -5.25884
O5 3.92974 -1.32625 -3.89418
C20 4.12640 -2.63975 -3.51829
N5 3.57045 0.62566 -6.93838
H45 1.63092 0.60861 -5.07847
H46 2.52478 2.16731 -5.04377
H47 2.67585 1.14297 -3.76129
H48 4.66293 0.72646 -5.14633
H49 4.55741 -1.68371 -5.74241
H50 2.81225 -1.70767 -5.58942
H51 4.81261 -3.21144 -4.14310
H52 3.15174 -3.11993 -3.43137
H53 4.54284 -2.69236 -2.51235
H54 3.68406 1.62160 -7.06202
H55 4.40459 0.25676 -7.37223
C21 3.59112 -7.81588 -4.51907
C22 2.34913 -8.29426 -3.79317
C23 1.24027 -7.24935 -3.61797
O6 1.76998 -6.11657 -2.90645
C24 0.79295 -5.04315 -2.77720
N6 1.88405 -9.50858 -4.42671
H56 3.94674 -6.83504 -4.20351
H57 3.49757 -7.80242 -5.60496
H58 4.41863 -8.48201 -4.27494
H59 2.68881 -8.65857 -2.82363
H60 0.47997 -7.77759 -3.04264
H61 0.77064 -7.03300 -4.57752
H62 -0.02518 -5.37750 -2.13925
H63 0.49211 -4.68729 -3.76257
H64 1.29488 -4.28823 -2.17200
H65 1.49379 -9.25855 -5.32409
H66 1.02461 -9.73645 -3.94762
C25 0.67893 0.44752 2.40159
C26 -0.44015 0.44273 1.44003
C27 -0.32503 -0.58746 0.29421
O7 0.70314 -0.23524 -0.61976
C28 0.91081 -1.08590 -1.67153
N7 -1.61210 0.22257 2.24487
H67 0.57149 -0.31820 3.16985
H68 0.68473 1.47256 2.77220
H69 1.62069 0.32053 1.86768
H70 -0.52696 1.42774 0.98143
H71 -1.23131 -0.46271 -0.29840
H72 -0.19611 -1.58269 0.71966
H73 0.17236 -1.08919 -2.47327
H74 0.94533 -2.13561 -1.37994
H75 1.74190 -0.78000 -2.30700
H76 -1.58855 -0.77573 2.39631
H77 -2.45101 0.43686 1.72487
C29 -5.00789 -0.64207 2.13151
C30 -5.78982 -0.15619 0.92846
C31 -5.31863 1.28537 0.55564
O8 -3.90053 1.36361 0.48785
C32 -3.50552 2.68728 0.15911
N8 -5.50912 -1.05812 -0.17934
H78 -4.02663 -1.09478 1.98902
H79 -5.62508 -1.36152 2.66962
H80 -4.87105 0.26702 2.71710
H81 -6.84441 -0.21604 1.19746
H82 -5.60187 1.96863 1.35628
H83 -5.72123 1.63117 -0.39643
H84 -3.78865 3.04040 -0.83248
H85 -2.41575 2.70792 0.16769
H86 -3.88504 3.37877 0.91137
H87 -4.50404 -1.15608 -0.16129
H88 -5.73971 -0.57365 -1.03503

Atomic forces in eV per Å
-0.108 -0.573 -0.649
-1.648 -0.301 -0.060
-0.769 0.208 0.294
-0.331 -0.708 0.252
0.148 0.267 0.051
0.444 -0.202 0.097
0.327 -0.399 0.222
0.361 0.862 0.229
0.465 -0.429 0.095
0.130 0.302 0.495
1.004 0.112 -0.036
0.192 0.309 -0.076
-0.519 0.398 0.167
0.148 -0.167 -0.648
-0.009 0.089 -0.220
0.312 0.203 -0.042
-0.121 0.001 -0.106
1.118 0.705 0.844
0.413 -0.207 -1.808
-0.703 1.689 0.423
1.537 -2.803 1.260
-0.545 0.077 -0.726
-1.091 -0.244 0.646
0.001 0.486 -0.182
-0.221 -0.264 0.371
-0.391 0.019 -0.741
0.418 0.495 -0.358
0.142 -0.431 -0.352
0.267 -0.182 -0.272
0.521 0.415 0.064
0.122 0.085 -0.512
-0.281 0.714 -0.051
-0.455 -0.090 0.423
-0.559 -0.542 1.025
0.641 -0.549 -0.915
0.052 0.452 0.887
1.866 0.614 0.573
-0.731 -0.882 -1.375
0.628 -0.973 -0.023
-1.012 0.494 -0.495
-0.393 -0.310 -0.499
-0.163 -0.014 0.136
-0.276 -0.104 0.544
-0.846 0.290 -0.427
-0.012 0.328 0.659
0.163 -0.186 0.182
0.074 0.539 0.075
-0.122 0.796 0.197
0.147 -0.273 0.060
0.919 -0.192 0.167
-0.978 -0.319 0.270
0.522 0.138 -0.037
-0.316 0.604 -1.936
1.762 1.066 1.695
-1.335 0.264 -0.727
0.007 0.416 -0.153
-0.706 0.411 1.066
-0.073 -0.304 -0.260
0.021 0.212 0.065
-0.096 -0.356 0.208
-0.077 0.250 -0.005
0.045 -1.081 0.023
0.703 -0.054 0.282
0.116 -0.707 0.066
0.036 0.162 0.103
-0.651 -0.133 0.535
-0.929 -0.310 -0.416
0.482 -0.220 -0.104
0.013 -0.311 1.040
-0.855 -0.333 1.292
0.371 1.400 -0.332
0.274 0.714 0.633
-0.347 -0.849 1.207
0.643 -0.229 -1.048
-0.118 0.201 -0.119
0.081 -0.035 -0.850
0.147 -0.650 0.183
0.268 -0.064 0.186
0.174 0.103 -0.635
-0.416 0.172 -0.075
-0.078 0.059 -0.454
-0.070 -0.563 -0.342
0.084 0.371 0.071
-0.307 0.288 -0.118
0.070 -0.282 -0.612
0.713 0.261 0.104
0.891 0.307 0.111
0.972 -0.346 0.808
-1.339 0.064 -0.793
1.301 -1.110 0.694
-1.037 -0.023 -0.345
-0.372 0.140 0.088
-0.257 -0.014 -0.067
-0.057 -0.228 -0.175
-0.138 0.544 0.414
-0.412 0.274 0.422
0.182 0.576 -0.301
-0.449 -0.131 -0.387
-0.185 0.120 0.132
0.072 0.241 -0.434
0.300 0.031 -0.739
-0.180 -0.693 0.467
1.540 0.622 -0.493
-0.273 -0.090 -1.076
-0.254 1.211 -0.496
0.599 0.935 1.145
-0.173 -0.913 -1.596
-0.531 -0.450 -0.576
0.067 0.205 0.024
0.282 -0.317 0.799
0.246 -0.135 0.157
0.129 0.122 -0.238
-0.652 -0.673 0.214
0.015 -0.320 -0.156
-1.235 0.319 0.203
0.549 -0.164 0.251
0.783 -0.060 0.826
-0.530 -0.291 0.591
-0.297 0.030 -0.159
-0.594 0.513 0.911
1.518 0.264 -0.855
-0.268 -0.344 0.914
-0.122 -0.064 -0.663
0.662 -0.204 0.386
-0.240 -0.175 -0.033
-0.078 0.158 -0.535
0.158 0.023 0.221
0.191 -0.355 0.714
-0.097 0.531 -0.261
-0.485 0.265 0.048
-0.346 -0.059 -0.114
-0.473 -0.309 -0.185
0.027 -0.029 0.207
-0.014 0.194 0.053
0.211 -0.205 -0.414
-0.040 -0.203 -0.377

Here are the Löwdin charges for atoms 1 to 99, given in e: C -0.0675; C -0.4383; C -0.1939; O -0.1879; C -0.0960; N 0.0328; H 0.0777; H 0.0674; H 0.0733; H 0.1216; H 0.1197; H 0.1290; H 0.0741; H 0.0714; H 0.0873; H 0.0674; H 0.0672; C -0.0536; C -0.4606; C -0.1451; O -0.2113; C -0.1568; N 0.0467; H 0.0722; H 0.0698; H 0.0728; H 0.1389; H 0.1229; H 0.1237; H 0.0878; H 0.0563; H 0.0958; H 0.0860; H 0.0598; C -0.0666; C -0.4031; C -0.1589; O -0.2359; C -0.0951; N 0.0329; H 0.0662; H 0.0795; H 0.0762; H 0.0925; H 0.1270; H 0.1218; H 0.0854; H 0.0843; H 0.0836; H 0.0527; H 0.0605; C -0.0558; C -0.4006; C -0.2164; O -0.1737; C -0.1216; N 0.0480; H 0.0745; H 0.0762; H 0.0522; H 0.1344; H 0.1170; H 0.1085; H 0.0683; H 0.0838; H 0.0900; H 0.0466; H 0.0080; C -0.0711; C -0.4369; C -0.1991; O -0.1945; C -0.1221; N 0.0269; H 0.0778; H 0.0727; H 0.0686; H 0.1336; H 0.1172; H 0.1294; H 0.0909; H 0.0758; H 0.0944; H 0.0731; H 0.0710; C -0.0630; C -0.4639; C -0.2039; O -0.1929; C -0.0815; N 0.0325; H 0.0690; H 0.0762; H 0.0765; H 0.1379; H 0.1155; H 0.1242; H 0.0835; H 0.0906

no.,F_max (eV Å⁻¹)
1,2.94
2,3.86
3,3.44